1.
12
Properties=species:S:1:pos:R:3:forces:R:3:mulliken_spin:R:1 method="wB97M-V/def2-TZVPD" e_above_lowest_kj_mol=25.89 spin_multiplicity=2 largest_force_ev_per_a=1.09 charge=+1 homo_ev="-10.403 / -10.402" lumo_ev="-3.8 / -3.8"
H 1.852 0.100 2.692 0.00 -0.02 0.01 0.98
C -2.685 0.724 0.299 0.76 0.67 -0.39 0.00
C -1.249 0.606 0.175 -0.22 0.08 -0.39 0.01
C -0.519 1.674 -0.168 -0.07 0.06 0.45 0.00
C 0.531 2.453 -0.483 0.30 -0.18 -0.22 -0.01
O 1.273 3.167 0.282 -0.28 -0.39 0.08 0.00
O -3.453 -0.217 0.519 -0.31 -0.96 0.23 0.00
Li -3.650 -2.012 0.731 0.00 0.58 -0.08 0.00
K 2.536 3.428 2.367 -0.11 0.08 -0.27 0.02
H -3.110 1.738 0.154 0.17 -0.34 0.11 0.00
H -0.831 -0.409 0.254 -0.09 0.25 0.17 0.00
H 0.734 2.451 -1.579 -0.16 0.17 0.30 0.00

---

2.
15
Properties=species:S:1:pos:R:3:forces:R:3:nbo_charge:R:1 method="wB97M-V/def2-TZVPD" e_above_lowest_kj_mol=250.76 largest_force_ev_per_a=1.91 charge=0 homo_ev=-4.912 lumo_ev=-0.8
O 0.063 0.613 -1.337 -0.67 0.00 -0.73 -0.65
C 1.166 0.969 -0.634 0.59 -0.30 1.19 0.59
C 0.282 -0.579 -2.135 0.06 -0.58 -0.44 -0.15
O 0.068 1.300 2.013 -0.45 -0.63 -0.19 -0.88
O 1.960 -0.089 -0.610 -0.05 1.04 -0.74 -0.48
C 1.662 -1.027 -1.674 -0.24 -0.57 0.17 -0.13
H 0.216 -0.276 -3.185 0.20 -0.12 0.19 0.20
H -0.486 -1.338 -1.950 0.04 0.21 0.21 0.19
H 2.433 -0.947 -2.449 -0.17 0.04 0.25 0.20
H 1.666 -2.031 -1.237 0.01 0.25 -0.18 0.21
C -0.879 0.840 2.750 0.82 1.03 -0.71 0.93
O -2.096 0.797 2.272 -1.62 -0.39 -0.94 -1.03
O -0.702 0.490 3.956 -0.37 -0.43 1.22 -0.92
Li -1.796 0.896 -0.790 0.62 0.31 1.64 0.94
Rb -3.557 0.382 5.011 1.23 0.14 -0.94 0.98